The following is a quantum chemistry calculation of a structure of composition C24H24AuGeN2O3S3SbSe, from the Open Molecules 2025 dataset.

Geometry (Å):
H  2.902  4.093  3.662
H  6.023  0.829  -1.754
C  0.465  -1.113  1.249
C  0.869  3.773  4.275
H  -1.010  -3.002  3.656
C  -0.313  3.095  4.008
C  3.963  1.375  -2.010
C  1.977  3.565  3.467
N  -2.128  4.230  -2.776
H  -0.873  -0.682  2.873
Sb  -5.612  -0.234  -4.732
S  -4.883  1.068  -2.841
C  -2.651  0.378  0.446
C  4.814  0.220  -0.086
C  -0.390  2.208  2.942
O  -2.689  0.350  1.677
H  4.121  1.836  -2.978
H  -0.666  0.474  -1.515
C  1.147  -2.135  0.587
H  1.756  -1.902  -0.279
H  3.380  -0.272  1.424
C  -2.054  1.583  -0.257
C  -2.222  3.227  -3.346
C  -1.099  -3.138  -1.847
C  -0.307  -1.448  2.361
S  -5.213  1.260  -6.544
C  0.720  1.984  2.124
H  0.504  -3.792  -2.913
C  -0.393  -2.762  2.799
C  5.029  0.811  -1.325
H  -1.834  -4.491  -0.317
N  -0.168  -4.051  -2.212
C  2.452  0.764  -0.215
H  -2.024  2.412  0.450
C  1.076  -3.450  1.032
H  -3.068  -3.628  -1.271
C  1.900  2.678  2.400
H  -2.689  1.880  -1.091
C  3.537  0.198  0.458
H  2.773  2.530  1.774
H  -2.154  -2.747  -0.054
Se  -2.328  1.648  -4.267
O  -3.054  -0.610  -0.285
Ge  0.662  0.739  0.607
H  0.923  4.467  5.106
O  -1.123  -2.035  -2.382
S  -3.612  -1.514  -4.616
C  0.303  -3.766  2.140
H  1.631  -4.224  0.515
H  -0.255  2.165  -1.268
H  0.244  -4.790  2.490
H  -1.321  1.690  2.736
H  -1.185  3.259  4.630
C  -2.088  -3.546  -0.795
H  5.640  -0.225  0.455
H  -0.089  -4.933  -1.745
Au  -3.231  -0.720  -2.392
C  2.688  1.352  -1.456
C  -0.640  1.272  -0.768
H  1.867  1.795  -2.009

Output
HOMO-LUMO gap (spin up / spin down)   7.2828 / 5.7335 eV
E_LUMO (spin up / spin down)   2.3 / 0.2 eV
Highest occupied orbital energy (spin up / spin down)   -4.935 / -5.494 eV
Net charge   -1
Multiplicity   4

Mulliken population analysis, charges in e, atoms 1 to 6: H 0.392; H 0.362; C 0.127; C -0.457; H 0.421; C -0.929

The following is a quantum chemistry calculation of a structure of composition C24H24BN12O3PtS, from the Open Molecules 2025 dataset.

Geometry (Å):
H  -0.066  5.472  1.422
C  -5.303  0.888  5.192
N  -1.948  0.566  1.139
H  6.629  4.242  0.735
C  -3.629  -0.661  4.391
H  -1.537  3.209  0.987
O  -1.757  -1.611  2.369
H  2.515  4.565  1.522
N  1.627  2.704  1.110
H  -0.009  -1.235  3.453
H  0.735  -3.677  0.176
H  -2.964  -1.495  4.566
H  6.886  2.607  2.928
C  3.904  0.507  -0.834
C  0.491  -2.858  0.853
H  -6.025  2.306  3.733
O  -0.996  -1.960  -0.854
H  -4.637  1.445  1.906
C  3.470  -0.343  -1.840
C  2.116  -0.520  -1.603
C  2.765  0.465  3.610
N  -6.082  1.354  6.192
C  -4.426  -0.192  5.408
B  2.791  1.656  1.263
N  2.859  0.819  -0.057
N  1.766  0.186  -0.518
C  -1.356  1.136  -2.241
H  4.056  -0.770  -2.634
C  0.883  -0.640  3.351
H  -6.752  2.083  6.030
H  1.964  -0.754  5.270
N  0.354  2.283  0.965
H  4.135  3.678  -0.195
H  4.882  0.908  -0.625
H  3.693  0.917  3.920
H  -4.667  1.726  -2.213
C  -0.470  3.332  1.051
C  1.885  -0.378  4.265
N  -3.567  1.223  -0.555
C  4.659  3.283  0.662
C  5.911  3.548  1.135
C  -3.676  1.469  -1.858
C  -2.599  1.421  -2.752
N  4.092  2.345  1.482
N  4.963  1.986  2.463
H  -0.449  1.111  -2.829
C  6.045  2.708  2.262
C  -5.349  1.480  3.912
C  -2.360  0.910  -0.147
C  -4.563  1.005  2.894
C  -0.276  -1.842  0.052
C  1.603  4.026  1.325
S  -2.795  -0.757  1.843
Pt  0.022  0.331  0.526
H  -6.098  0.902  7.088
N  2.314  0.685  2.368
H  -0.210  -3.186  1.624
H  -4.385  -0.659  6.383
O  -3.620  -1.300  0.809
H  1.391  -1.099  -2.153
C  -3.691  -0.057  3.134
N  -1.262  0.898  -0.927
N  1.155  -0.016  2.198
H  1.372  -2.420  1.307
H  -2.737  1.625  -3.803
C  0.291  4.467  1.281

Output
HOMO-LUMO gap (spin up / spin down)   6.3972 / 3.1822 eV
E_LUMO (spin up / spin down)   -6.4 / -9.6 eV
Highest occupied orbital energy (spin up / spin down)   -12.763 / -12.761 eV
Net charge   +2
Multiplicity   2

Mulliken population analysis, charges in e, atoms 1 to 6: H 0.460; C 1.042; N -0.028; H 0.465; C -0.362; H 0.503

The following is a quantum chemistry calculation of a structure of composition C24H24CeNP, from the Open Molecules 2025 dataset.

Geometry (Å):
H  -1.363  3.325  -0.959
C  1.012  -0.784  1.997
H  -1.113  3.905  -3.119
C  -0.405  2.733  -0.885
C  -2.938  -0.380  1.051
C  2.444  -2.637  2.475
C  2.891  -1.996  3.626
H  1.627  0.453  -2.492
H  0.883  0.799  -4.990
C  -0.180  -4.837  -0.318
H  -0.409  -5.859  -0.194
C  -2.377  -0.445  2.329
H  2.511  -0.377  5.002
H  -1.097  -4.591  -2.217
H  3.592  -2.512  4.281
C  -0.390  -2.741  -1.442
C  1.297  1.152  -1.723
C  1.494  -0.101  3.105
C  -1.701  3.038  -3.563
H  -3.674  1.202  -0.235
H  3.228  1.350  -0.858
H  0.089  2.224  -5.477
C  -2.232  0.888  2.810
C  -3.130  0.957  0.661
C  2.360  -0.783  3.987
H  1.392  2.276  -4.040
C  2.188  1.592  -0.690
H  1.215  0.964  3.272
H  -0.729  -2.103  -2.242
C  1.453  -2.038  1.669
H  0.854  -4.796  1.601
H  -2.683  3.245  -3.174
C  -0.651  -4.081  -1.398
H  -2.287  -1.364  2.924
H  -1.762  1.177  3.792
Ce  -0.314  0.237  0.419
P  -0.817  1.427  -3.359
H  2.446  2.871  1.060
C  0.811  -2.836  0.561
H  -2.334  2.809  1.718
N  0.073  -2.080  -0.366
H  -1.767  3.221  -4.642
C  1.794  2.439  0.306
C  -2.644  1.761  1.734
C  0.101  1.885  -1.915
H  2.881  -3.543  2.084
C  0.594  -4.204  0.676
C  0.469  3.030  0.205
C  0.544  1.714  -4.596
H  -3.302  -1.247  0.489
H  0.056  3.660  1.058

Output
HOMO-LUMO gap (spin up / spin down)   6.5459 / 6.5179 eV
E_LUMO (spin up / spin down)   -8.1 / -8.1 eV
Highest occupied orbital energy (spin up / spin down)   -14.646 / -14.646 eV
Net charge   +2

Mulliken population analysis, charges in e, atoms 1 to 6: H 0.483; C 1.098; H 0.413; C -0.338; C -0.525; C -0.819

The following is a quantum chemistry calculation of a structure of composition C24H24ClF3N2O4Tc, from the Open Molecules 2025 dataset.

Geometry (Å):
H  1.270  -1.339  -4.385
H  3.685  2.642  0.664
H  0.357  2.821  -4.255
H  1.232  -3.419  -4.127
C  1.045  3.068  4.352
H  -3.832  -1.222  4.126
C  2.636  -2.468  -1.954
Cl  3.935  2.860  3.408
C  2.546  2.850  2.428
H  -0.052  -1.904  -0.865
F  1.141  -1.608  1.075
C  -0.265  1.671  -2.557
H  -0.883  3.162  2.526
H  -0.768  -2.528  -2.347
C  1.521  -0.266  1.167
C  0.112  -2.039  -1.929
H  3.338  -3.292  -1.853
H  1.882  -4.735  -3.134
H  0.047  3.157  4.763
H  1.726  2.691  -0.844
N  1.251  -3.041  -2.038
O  -0.918  0.296  -0.711
O  -2.733  -0.358  -1.932
H  -0.758  2.500  -2.066
H  0.131  -4.439  -3.179
C  0.286  -0.688  -2.586
H  1.153  -3.616  -1.200
H  2.861  -1.912  -2.856
Tc  -0.199  0.851  1.353
C  -2.792  -0.313  0.517
C  -2.373  -0.333  2.880
H  1.879  3.110  5.038
C  0.346  1.845  -3.789
C  0.061  2.817  2.117
C  0.264  2.884  0.704
H  -2.335  -0.519  5.402
C  -0.271  0.428  -1.972
H  -5.415  -1.656  2.236
C  1.560  2.738  0.226
H  -3.684  -0.189  -1.972
H  1.373  0.874  -5.402
C  0.913  0.755  -4.431
F  2.260  -0.076  0.014
C  -4.462  -1.190  2.034
C  -4.078  -0.912  0.775
C  1.221  2.924  3.037
F  2.422  -0.219  2.159
N  -1.978  0.091  1.608
C  -3.556  -0.920  3.122
H  -4.709  -1.177  -0.064
H  2.704  -1.813  -1.092
O  -0.203  0.259  3.430
C  -2.253  -0.130  -0.706
C  1.112  -3.971  -3.201
C  2.693  2.734  1.084
C  0.862  -0.501  -3.838
H  -0.561  3.127  0.045
O  -1.439  -0.259  5.142
C  -1.308  -0.100  3.853

Output
HOMO-LUMO gap (spin up / spin down)   6.2116 / 5.9450 eV
E_LUMO (spin up / spin down)   -6.5 / -6.9 eV
Highest occupied orbital energy (spin up / spin down)   -12.677 / -12.820 eV
Net charge   +2
Multiplicity   2

Mulliken population analysis, charges in e, atoms 1 to 6: H 0.301; H 0.487; H 0.497; H 0.327; C -1.330; H 0.287

In order of appearance, energy above the lowest of the compared OMol25 structures with the same formula, charge and spin = 1.5, 29.1, 42.3, 45.5 kcal/mol.
In order of appearance, maximum force = 0.0064, 0.0074, 0.0592, 0.0166 Eh/bohr.
In order of appearance, E_tot = -199001.22452, -64045.77043, -48967.26489, -59304.12447 eV.